1) 10
Properties=species:S:1:pos:R:3 method="wB97M-V/def2-TZVPD" multiplicity=1 homo_lumo_gap_ev=9.62 homo_ev=-8.69
C 0.2861 0.8149 -0.1592
C 1.2329 -0.3823 -0.0495
O 0.2444 -1.1612 -0.7800
C -0.6480 -0.1717 -0.8676
H 0.6110 1.6330 -0.8049
H -0.1028 1.2307 0.7679
H 2.1795 -0.3434 -0.5950
H 1.3838 -0.8028 0.9495
H -2.4625 -0.3938 0.3832
H -2.7244 -0.4234 1.1557

=====

2) 10
Properties=species:S:1:pos:R:3 method="wB97M-V/def2-TZVPD" multiplicity=1 homo_lumo_gap_ev=10.19 homo_ev=-9.33
O 1.7201 1.7682 -0.2025
C 1.0987 0.7020 -0.2422
C -0.1947 0.4398 0.2954
C -0.8003 -0.9908 0.2226
H 1.6197 -0.1911 -0.6296
H -0.6405 1.2547 0.8528
H -0.1059 0.8033 -0.9022
H -0.2278 -1.3938 -0.6110
H -1.8634 -0.8818 0.0614
H -0.6059 -1.5105 1.1554

=====

3) 10
Properties=species:S:1:pos:R:3 method="wB97M-V/def2-TZVPD" multiplicity=1 homo_lumo_gap_ev=9.45 homo_ev=-8.91 smiles="CC(C)=O"
C -1.3953 0.0435 0.2472
C 0.1404 -0.0441 0.5392
C 1.3302 -0.3130 -0.4253
O 0.1958 0.9778 1.1866
H -1.7335 1.0953 0.0639
H -1.4695 -0.4852 -0.6747
H -1.9763 -0.3471 1.0862
H 1.2802 -1.1977 -1.0626
H 1.3337 0.5916 -1.0604
H 2.2942 -0.3211 0.0998

=====

4) 10
Properties=species:S:1:pos:R:3 method="wB97M-V/def2-TZVPD" multiplicity=1 homo_lumo_gap_ev=9.67 homo_ev=-8.79 smiles="C=C(C)O"
C 1.3135 -0.5992 0.3313
C 0.0231 -0.3914 0.1327
C -0.5436 0.9601 -0.2486
O -0.8568 -1.4342 0.0741
H 2.0443 0.1997 0.3736
H 1.8459 -1.4579 0.7309
H -0.1115 1.3392 -1.1725
H -1.6094 0.9346 -0.5014
H -0.4384 1.6200 0.6101
H -1.6671 -1.1709 -0.3302

=====

Order from most stable to least stable according to the calculation: 4), 3), 2), 1)

=====

1) 10
Properties=species:S:1:pos:R:3 method="wB97M-V/def2-TZVPD" multiplicity=1 homo_lumo_gap_ev=10.82 homo_ev=-9.91 smiles="C=C.C=O"
C 0.3203 -1.1375 1.9675
C -0.3436 -0.0341 1.6118
H 0.5309 -1.9766 1.3100
H 0.7700 -1.2115 2.9501
H -1.1525 -0.2085 0.9196
H -0.3016 0.8116 2.2789
C -0.2642 0.1437 -1.6741
O 0.2885 1.1711 -1.9567
H 0.2162 -0.5165 -0.9373
H -1.2201 -0.1686 -2.1229

=====

2) 10
Properties=species:S:1:pos:R:3 method="wB97M-V/def2-TZVPD" multiplicity=1 homo_lumo_gap_ev=9.86 homo_ev=-8.98 smiles="C=C(C)O"
C 1.1695 0.2834 0.8395
C 0.0808 -0.1994 0.2533
C -0.6703 0.5160 -0.8535
O -0.1899 -1.5336 0.3976
H 1.6164 1.2309 0.5819
H 1.7310 -0.2591 1.5856
H 0.0032 0.4715 -1.7129
H -1.4882 -0.1146 -1.2245
H -1.1504 1.3990 -0.4403
H -1.1021 -1.7940 0.5733

=====

3) 10
Properties=species:S:1:pos:R:3 method="wB97M-V/def2-TZVPD" multiplicity=1 homo_lumo_gap_ev=10.79 homo_ev=-9.59 smiles=C1COC1
C 0.2348 -0.6865 0.3906
C -1.0619 -0.0527 -0.1521
O -0.3030 0.8035 -1.0270
C 0.8966 0.5632 -0.2637
H 0.4041 -1.6997 -0.0010
H 0.3755 -0.6871 1.4703
H -1.7744 -0.6922 -0.6930
H -1.6133 0.5412 0.5905
H 1.8183 0.6447 -0.8245
H 1.1472 1.3332 0.4991

=====

Order from most stable to least stable according to the calculation: 2), 3), 1)

=====

1) 10
Properties=species:S:1:pos:R:3 method="wB97M-V/def2-TZVPD" multiplicity=1 homo_lumo_gap_ev=11.54 homo_ev=-10.33 smiles=C[C@H]1CO1
C 0.5877 -1.0243 -0.3715
C -0.4411 0.0801 -0.3411
C -0.4168 1.1052 0.6948
O 0.1029 1.3664 -0.5991
H 1.0772 -1.1249 -1.3503
H 0.1323 -1.9850 -0.1158
H 1.3676 -0.7842 0.3607
H -1.4682 -0.1074 -0.6329
H -1.3251 1.6714 0.9015
H 0.2544 0.9332 1.5285

=====

2) 10
Properties=species:S:1:pos:R:3 method="wB97M-V/def2-TZVPD" multiplicity=1 homo_lumo_gap_ev=10.73 homo_ev=-9.82 smiles="CCC=O"
C -0.7426 -0.5776 -0.7221
C -0.2119 -0.0653 0.6633
C 1.1371 0.5962 0.3415
O 1.4055 1.0115 -0.8055
H -0.7001 0.3592 -1.4368
H -0.1521 -1.3612 -1.2384
H -1.7357 -0.9353 -0.5641
H -0.0408 -0.7398 1.5680
H -0.8221 0.8900 0.9735
H 1.8628 0.8225 1.2206

=====

3) 10
Properties=species:S:1:pos:R:3 method="wB97M-V/def2-TZVPD" multiplicity=1 homo_lumo_gap_ev=10.66 homo_ev=-9.80 smiles="C=C.C=O"
C -0.5791 -2.4776 0.8360
C -0.2097 -1.6786 -0.1496
H -0.5419 -2.1205 1.9122
H -1.1918 -3.3596 0.5971
H 0.4624 -0.8405 0.0718
H -0.9928 -1.5859 -0.9345
C 0.4343 1.7944 -0.8314
O 0.4306 2.3717 0.2213
H 1.1870 2.1813 -1.5398
H -0.2406 0.9225 -1.0073

=====

Order from most stable to least stable according to the calculation: 2), 1), 3)

=====

1) 31
Properties=species:S:1:pos:R:3 method="wB97M-V/def2-TZVPD" multiplicity=1 homo_lumo_gap_ev=9.06 homo_ev=-8.35 smiles=CCc1c[nH]cn1.Cc1ccc(O)cc1
C 0.9700 -0.7398 -3.2930
C 0.1893 -1.9893 -2.8358
C -0.1503 -1.9111 -1.3739
C 0.6862 -2.5398 -0.4673
N 0.1116 -2.3053 0.7574
C -0.9901 -1.5472 0.5634
N -1.1727 -1.3173 -0.7143
H 1.6111 -0.3583 -2.5061
H 0.2667 0.0436 -3.6042
H 1.4741 -0.8783 -4.2434
H -0.6349 -2.1422 -3.4669
H 0.8410 -2.8407 -2.9976
H 1.7331 -2.7810 -0.5533
H 0.5138 -2.5960 1.6287
H -1.6385 -1.2679 1.3657
C 0.5180 2.5339 -0.8240
C 0.0865 2.0096 0.5235
C -1.2366 1.7558 0.8510
C -1.6865 1.2180 2.0631
C -0.7107 1.0010 3.0323
O -1.0088 0.3000 4.1822
C 0.6313 1.1714 2.7425
C 1.0169 1.6132 1.4878
H 0.0720 1.8694 -1.5666
H 1.6022 2.4540 -0.8874
H 0.1950 3.5618 -0.9702
H -2.0025 1.9475 0.1039
H -2.7627 1.2239 2.0649
H -1.9634 0.1960 4.2926
H 1.3782 0.8162 3.4351
H 2.0606 1.4987 1.2097

=====

2) 31
Properties=species:S:1:pos:R:3 method="wB97M-V/def2-TZVPD" multiplicity=1 homo_lumo_gap_ev=9.22 homo_ev=-8.45 smiles="Cc1c[nH]c2ccccc12.CCC(N)=O"
C 1.2501 0.1259 -2.7018
C 1.5907 -0.3049 -1.3076
C 2.1347 -1.4677 -0.9336
N 2.0198 -1.5711 0.5055
C 1.5064 -0.3388 1.0095
C 1.3175 0.2285 2.2437
C 1.1149 1.6155 2.3522
C 0.8216 2.3886 1.2493
C 1.0208 1.8503 -0.0376
C 1.3404 0.5132 -0.1206
H 0.2315 0.0289 -3.0687
H 1.8820 -0.4191 -3.4186
H 1.6173 1.1319 -2.8892
H 2.4506 -2.2822 -1.5260
H 1.6604 -2.4294 0.8915
H 1.6089 -0.2801 3.1497
H 1.1089 2.1395 3.2994
H 0.5339 3.4410 1.2649
H 0.8514 2.3576 -0.9876
C -2.4153 -0.2646 1.4563
C -2.5069 0.2986 0.0086
C -2.4486 -0.8715 -0.9085
N -1.2863 -1.6541 -0.9835
O -3.4490 -1.2865 -1.4646
H -3.0553 -1.1498 1.5567
H -2.6601 0.4144 2.2768
H -1.4047 -0.4846 1.7981
H -3.3841 0.9299 -0.0929
H -1.6249 0.9687 -0.1736
H -1.4073 -2.4637 -1.5624
H -0.4192 -1.1643 -0.8853

=====

3) 31
Properties=species:S:1:pos:R:3 method="wB97M-V/def2-TZVPD" multiplicity=1 homo_lumo_gap_ev=8.15 homo_ev=-7.50 smiles="OCCCNC1=Nc2ccccc2CC1"
O 3.5963 -1.7405 -0.2861
C 4.3124 -0.7973 0.3680
C 3.3465 0.3116 0.8024
C 2.5178 0.9672 -0.3160
N 1.5628 -0.1221 -0.7442
C 0.2249 0.0544 -0.5824
N -0.5892 -0.9382 -0.7383
C -1.9355 -0.7700 -0.4096
C -2.7290 -1.8372 -0.1625
C -4.1050 -1.7329 0.1513
C -4.6580 -0.4627 0.4698
C -3.8468 0.5750 0.1353
C -2.5105 0.4831 -0.2207
C -1.7275 1.7387 -0.4718
C -0.2336 1.3914 -0.0541
H 4.1749 -2.2657 -0.8228
H 5.1613 -0.3055 -0.1749
H 4.6346 -1.3253 1.2497
H 2.6334 -0.0739 1.5615
H 4.0051 1.0271 1.4608
H 3.1103 1.2721 -1.2161
H 1.9033 1.8012 0.0719
H 1.8591 -1.0244 -0.9090
H -2.1973 -2.7836 -0.3824
H -4.6781 -2.6845 0.3675
H -5.6828 -0.4369 0.8486
H -4.2198 1.6351 0.4177
H -2.1336 2.5890 0.2174
H -1.8150 2.0925 -1.4695
H -0.2990 1.1121 1.0913
H 0.3178 2.2504 -0.2529

=====

Order from most stable to least stable according to the calculation: 2), 1), 3)

=====

1) 18
Properties=species:S:1:pos:R:3 method="wB97M-V/def2-TZVPD" multiplicity=1 homo_lumo_gap_ev=9.89 homo_ev=-9.64
C -1.1827 -0.6191 -0.2352
C 2.1482 0.8397 0.8015
C -2.0000 0.0793 0.8444
C 0.2414 0.2893 -0.4486
C 1.0099 -0.8809 -2.0786
O 1.1118 -0.0900 0.5115
O -1.0211 -1.9580 0.0951
N 0.2266 1.4960 -0.8598
O 1.1060 -2.0171 -2.0207
H -0.0906 -2.2216 0.1686
H -1.6755 -0.5423 -1.2156
H -0.5028 1.7029 -1.5315
H 1.7448 1.7281 1.2882
H 2.8358 0.3185 1.4650
H 2.6471 1.1441 -0.1236
H -2.0422 1.1529 0.6736
H -3.0121 -0.3250 0.8488
H -1.5444 -0.0969 1.8171

=====

2) 18
Properties=species:S:1:pos:R:3 method="wB97M-V/def2-TZVPD" multiplicity=1 homo_lumo_gap_ev=8.76 homo_ev=-8.01 smiles="C=C1[C@H](C(O)(O)O)N1C"
C -0.6995 1.3199 1.7507
C -0.2938 0.9844 0.5325
C -0.2026 0.4636 -0.7923
C -0.8777 -1.1476 -0.2497
O -1.1187 -1.6919 -1.5031
O -2.0678 -1.0726 0.4803
O -0.0298 -1.9815 0.4329
N 0.9740 0.7707 -0.0874
C 2.3045 0.7796 -0.6223
H -0.0687 1.9360 2.3711
H -1.7521 1.4166 1.9637
H -0.3851 0.5368 -1.8549
H -1.2625 -2.6441 -1.3962
H -2.6838 -0.4913 0.0196
H 0.2523 -1.5044 1.2334
H 2.9860 1.1742 0.1306
H 2.3486 1.3968 -1.5258
H 2.5768 -0.2453 -0.8830

=====

3) 18
Properties=species:S:1:pos:R:3 method="wB97M-V/def2-TZVPD" multiplicity=1 homo_lumo_gap_ev=8.35 homo_ev=-7.88 smiles="CO/C=C(C)/C=[N+](/[O-])O"
C -1.2004 -0.9696 2.4928
O -1.4288 -0.8548 1.0682
C -0.5466 0.0777 0.6021
C -0.1166 0.0771 -0.7260
C -0.7707 -1.0423 -1.5154
C 0.9116 0.7535 -1.5609
N 1.7416 1.6651 -1.1834
O 2.6807 2.1659 -1.8156
O 1.6877 1.7766 0.2695
H -0.1549 -1.2824 2.6251
H -1.9052 -1.7050 2.8302
H -1.4514 -0.0182 2.9593
H -0.1986 0.7711 1.3013
H -0.2563 -1.9817 -1.4167
H -0.8789 -0.9282 -2.5430
H -1.6952 -1.2760 -1.2696
H 1.1251 0.4255 -2.5926
H 2.4569 2.3457 0.4748

=====

Order from most stable to least stable according to the calculation: 1), 2), 3)